1.
Formula: C6H12O
Source: OMol25
Level of theory: ωB97M-V with the def2-TZVPD basis set

As for the energy relative to the best compared isomer or geometry (same formula, charge and spin): 349.0 kJ/mol. As for the structure (SMILES): CCO[C@H]1C[C@H]1C. The orbital gap is 8.987 eV. Its total energy is -8460.737 eV. Its LUMO energy is 1.1423 eV. The calculation puts the highest occupied orbital energy at -7.845 eV.

The geometry in XYZ format:
```
19
Properties=species:S:1:pos:R:3:forces:R:3:lowdin_charge:R:1
C 2.12689 -0.01005 0.06764 1.34 -0.74 -0.25 -0.11
H -1.90353 -0.12249 -0.45790 0.74 0.55 -0.22 0.13
H 1.43712 1.73553 -2.20580 -0.01 0.14 -0.18 0.08
H 0.66727 0.67485 1.52243 -0.54 -3.12 0.02 0.17
C 1.32336 1.19942 -0.14408 0.47 -0.53 -0.47 -0.29
C -1.37903 -0.54924 0.41418 -4.02 2.78 -0.67 -0.36
C 0.71034 1.42918 -1.45472 -0.68 0.09 -0.83 -0.10
H -0.07664 2.18543 -1.37150 0.08 0.01 -0.24 0.08
H -1.72522 -2.11016 1.60611 -0.70 -0.49 0.30 0.09
H 3.02729 0.06917 0.66127 0.01 -0.17 0.19 0.10
H -1.96138 -2.38586 -0.08026 -0.99 -0.52 0.03 0.09
C -2.22266 -1.69406 0.72425 1.60 -2.58 0.50 -0.09
C 0.81538 -0.13902 0.70272 2.48 6.22 2.18 -0.31
H 0.24275 0.50465 -1.80788 0.02 0.10 -0.09 0.08
H -1.65349 0.14995 1.22552 1.56 0.38 -0.10 0.14
H 2.26388 -0.66220 -0.79078 -0.06 0.05 0.02 0.12
H -3.27181 -1.48943 0.89192 -0.03 0.01 -0.21 0.09
O -0.09294 -0.87500 0.12385 -0.88 -1.98 -0.34 -0.05
H 1.67242 2.08934 0.37304 -0.39 -0.18 0.37 0.13
```
Forces are in eV/Å.

---

2.
Formula: C5H13NO
Source: OMol25
Level of theory: ωB97M-V with the def2-TZVPD basis set

As for the energy relative to the best compared isomer or geometry (same formula, charge and spin): 125.4 kJ/mol. As for the structure (SMILES): CC(N)=O.CCC. The orbital gap is 10.556 eV. Its total energy is -8932.711 eV. Its LUMO energy is 0.7817 eV. The calculation puts the highest occupied orbital energy at -9.774 eV.

The geometry in XYZ format:
```
20
Properties=species:S:1:pos:R:3:forces:R:3:lowdin_charge:R:1
C 0.30831 -0.02811 -1.67176 -0.38 1.48 -1.49 -0.15
H 2.03826 0.73878 3.23771 -0.90 0.50 -1.89 0.12
H -1.46408 0.88235 3.54339 0.24 0.46 -0.12 0.09
H -0.13327 0.26400 -0.74720 -0.87 -1.00 0.84 0.02
H 0.32298 -0.66362 -3.63536 -1.34 -0.79 0.38 0.11
H 2.04024 0.97828 1.44330 0.40 -0.32 0.09 0.09
H 1.26704 -0.46952 -1.52813 1.02 0.02 0.38 0.05
O -0.41814 1.33531 1.12748 1.99 -0.15 1.61 0.00
H 0.06686 1.42143 4.24369 0.30 0.09 1.62 0.03
C -0.38485 -0.83722 -2.77393 -1.02 -0.49 1.71 -0.29
C -0.62083 1.58365 3.45984 0.08 1.18 -0.72 -0.02
C 0.19092 1.25913 2.21090 -1.19 0.16 -1.63 -0.53
H -0.97915 2.70149 3.44899 0.70 -2.31 -0.11 0.13
H 0.37821 1.00725 -2.08155 0.75 -0.57 -0.09 0.08
H -1.51016 -2.69284 -3.06104 0.84 -0.11 0.41 0.06
H -1.40560 -0.43702 -2.91879 0.71 0.28 -0.52 0.09
C -0.64815 -2.38464 -2.41881 -0.01 1.44 -2.09 -0.11
N 1.55075 0.88784 2.31544 -1.66 0.48 1.31 0.13
H 0.26668 -2.81761 -2.78215 0.18 -1.07 0.04 0.04
H -0.86604 -2.72893 -1.41202 0.16 0.70 0.27 0.06
```
Forces are in eV/Å.

---

- What is the formula in the first record?
  C6H12O

---

- Among the records above, which one has the lowest energy relative to the best compared isomer or geometry (same formula, charge and spin)?
  C5H13NO

---

- Which of these has the lowest energy relative to the best compared isomer or geometry (same formula, charge and spin)?
  C5H13NO